(1)
The following is a quantum chemistry calculation of a structure of composition C47H43O2P2V, from the OMol25 dataset.

Geometry as XYZ:
```
95
C47H43O2P2V ωB97M-V/def2-TZVPD
V 0.941 -1.510 -0.261
C 2.704 -2.407 0.984
C 3.066 -2.417 -0.379
C 2.161 -3.274 -1.066
C 1.241 -3.782 -0.119
C 1.575 -3.246 1.158
C 0.998 -3.640 2.481
C 0.194 -4.815 -0.416
C 2.222 -3.663 -2.510
C 4.232 -1.695 -0.974
C 3.482 -1.738 2.070
H 1.645 -4.377 2.965
H 0.007 -4.076 2.378
H 0.904 -2.784 3.152
H 0.663 -5.768 -0.676
H -0.438 -4.527 -1.259
H -0.451 -4.990 0.443
H 2.734 -4.623 -2.622
H 2.755 -2.923 -3.103
H 1.223 -3.779 -2.936
H 5.143 -2.290 -0.861
H 4.397 -0.738 -0.476
H 4.075 -1.487 -2.030
H 4.350 -2.348 2.340
H 2.882 -1.598 2.968
H 3.854 -0.767 1.744
O 2.731 -0.595 -3.784
C 1.725 -0.406 -3.117
O 1.679 -0.444 -1.829
C 0.438 -0.033 -3.837
C 0.499 0.141 -5.215
C -0.600 0.598 -5.921
C -1.774 0.903 -5.246
C -1.849 0.718 -3.875
C -0.758 0.224 -3.157
P -0.851 0.014 -1.346
C -2.620 -0.362 -1.065
C -3.314 -0.002 0.089
C -4.592 -0.484 0.333
C -5.190 -1.363 -0.554
C -4.492 -1.774 -1.681
C -3.220 -1.283 -1.930
C -0.474 1.751 -0.754
C 0.437 2.590 -1.724
C -0.795 4.941 -1.205
C -0.386 5.211 0.195
C -0.592 4.375 1.209
C -1.047 2.979 0.983
H 1.439 -0.072 -5.705
H -0.536 0.736 -6.993
H -2.632 1.285 -5.784
H -2.769 0.955 -3.357
H -2.845 0.615 0.842
H -5.105 -0.188 1.239
H -6.184 -1.744 -0.359
H -4.936 -2.481 -2.370
H -2.686 -1.625 -2.808
H 0.718 2.051 -2.624
H -1.023 5.843 -1.760
H 0.031 6.192 0.395
H -0.321 4.671 2.217
H -1.690 2.618 1.788
C 2.013 2.783 5.510
C 0.680 2.804 5.123
C 0.275 2.121 3.987
C 1.191 1.398 3.220
C 2.525 1.388 3.620
C 2.934 2.076 4.756
P 0.678 0.522 1.689
C 0.148 1.978 0.664
C 1.471 2.656 0.383
C 1.640 2.932 -0.897
C -0.388 3.805 -2.148
C -1.719 3.784 -1.465
C -1.668 2.691 -0.422
C -0.720 -0.547 2.089
C -1.655 -0.488 3.126
C -2.645 -1.452 3.192
C -2.713 -2.439 2.209
C -1.777 -2.485 1.188
C -0.720 -1.567 1.125
H 2.331 3.318 6.396
H -0.046 3.356 5.707
H -0.766 2.154 3.699
H 3.254 0.852 3.033
H 3.977 2.060 5.045
H 2.171 2.905 1.171
H 2.509 3.421 -1.317
H -0.326 4.097 -3.188
H -2.646 3.950 -1.999
H -2.639 2.222 -0.344
H -1.600 0.285 3.883
H -3.369 -1.435 3.998
H -3.507 -3.176 2.245
H -1.870 -3.261 0.437
```

Results
<S²>: 2.0388
Largest force on an atom (eV Å⁻¹): 0.667
Energy relative to the best compared isomer or geometry (same formula, charge and spin) (kcal/mol): 42.8
Spin multiplicity: 3
Kohn-Sham gap (spin up / spin down) (eV): 8.19 / 8.31
E_HOMO (spin up / spin down) (eV): -7.64 / -7.81
Energy (a.u.): -3593.97850


(2)
The following is a quantum chemistry calculation of a structure of composition C47H44F3N8O3PdSi at a distorted geometry, from the OMol25 dataset.

Geometry as XYZ:
```
107
C47H44F3N8O3PdSi ωB97M-V/def2-TZVPD
Pd -0.122 0.102 0.136
C -11.427 5.893 5.071
O -11.318 4.699 4.307
C -10.099 4.331 3.873
C -8.928 5.047 4.113
C -7.724 4.578 3.610
C -7.660 3.400 2.877
C -8.844 2.700 2.630
C -10.044 3.153 3.124
C -6.395 2.860 2.375
N -6.273 1.814 1.592
C -4.928 1.663 1.392
C -4.215 2.628 2.061
N -5.168 3.391 2.692
C -2.791 2.727 2.036
C -2.018 3.739 2.638
C -0.664 3.694 2.509
C -0.074 2.641 1.796
N -0.778 1.690 1.223
C -2.130 1.730 1.315
C -2.863 0.710 0.599
N -2.128 -0.187 -0.107
C -2.760 -1.063 -0.861
C -4.156 -1.156 -0.913
C -4.911 -0.303 -0.162
C -4.259 0.674 0.607
H -12.479 5.997 5.313
H -11.101 6.761 4.496
H -10.849 5.825 5.995
H -8.945 5.967 4.680
H -6.835 5.172 3.791
H -8.798 1.792 2.043
H -10.966 2.616 2.944
H -5.001 4.169 3.305
H -2.491 4.544 3.187
H -0.027 4.457 2.935
H 0.997 2.581 1.704
H -2.151 -1.721 -1.463
H -4.616 -1.894 -1.554
H -5.993 -0.350 -0.163
C 2.573 -3.324 3.739
N 1.263 -2.671 3.778
C 0.509 -2.656 4.897
C -0.701 -2.061 4.923
C -1.132 -1.438 3.716
N -0.391 -1.395 2.623
C 0.830 -2.017 2.609
O 1.554 -2.040 1.628
N -2.351 -0.856 3.668
H 2.650 -4.016 4.574
H 3.369 -2.582 3.797
H 2.678 -3.855 2.799
H 0.925 -3.153 5.764
H -1.310 -2.061 5.815
H -2.974 -0.888 4.452
H -2.656 -0.437 2.808
F 1.513 -5.883 -2.874
C 1.983 -4.701 -3.287
F 3.317 -4.737 -3.211
F 1.654 -4.555 -4.578
C 1.431 -3.559 -2.467
C 0.564 -3.786 -1.415
C 0.088 -2.698 -0.711
N 0.440 -1.449 -1.014
C 1.296 -1.231 -2.015
C 1.809 -2.266 -2.772
H 0.269 -4.789 -1.143
H -0.584 -2.819 0.127
H 1.576 -0.202 -2.186
H 2.494 -2.064 -3.585
C 4.787 0.413 -1.481
C 4.677 0.525 0.044
C 5.921 1.190 0.641
C 4.475 -0.854 0.679
Si 3.095 1.525 0.432
O 1.797 0.676 0.019
C 3.045 3.221 -0.399
C 4.139 4.065 -0.615
C 3.974 5.353 -1.114
C 2.705 5.832 -1.407
C 1.604 5.009 -1.218
C 1.778 3.720 -0.730
C 3.158 1.799 2.313
C 2.537 0.842 3.127
C 2.446 1.008 4.504
C 2.980 2.146 5.099
C 3.594 3.111 4.310
C 3.683 2.937 2.932
H 5.680 -0.161 -1.762
H 4.865 1.394 -1.958
H 3.917 -0.108 -1.897
H 6.798 0.548 0.476
H 5.823 1.338 1.718
H 6.148 2.151 0.179
H 5.274 -1.535 0.353
H 3.516 -1.296 0.403
H 4.522 -0.792 1.770
H 5.143 3.727 -0.398
H 4.841 5.984 -1.267
H 2.576 6.838 -1.786
H 0.610 5.369 -1.458
H 0.912 3.079 -0.603
H 2.103 -0.030 2.648
H 1.952 0.257 5.113
H 2.920 2.281 6.172
H 3.999 4.005 4.769
H 4.159 3.705 2.330
```

Results
Largest force on an atom (eV Å⁻¹): 1.111
Kohn-Sham gap (eV): 6.99
E_HOMO (eV): -10.25
Energy (a.u.): -3198.20084
Net charge: +1


(3)
The following is a quantum chemistry calculation of a structure of composition C47H45AsN9OS2V at a distorted geometry, from the OMol25 dataset.

Geometry as XYZ:
```
106
C47H45AsN9OS2V ωB97M-V/def2-TZVPD
V -1.429 -0.226 0.182
C -0.070 -0.568 5.300
C 1.081 -1.179 4.815
C 0.995 -1.946 3.681
C -0.239 -2.055 3.020
N -1.336 -1.407 3.444
C -1.236 -0.712 4.577
N -0.361 -3.015 2.050
C -1.216 -3.073 1.109
N -1.939 -2.089 0.415
C -2.840 -2.741 -0.369
N -3.825 -2.242 -1.058
C -4.159 -0.929 -1.063
C -5.372 -0.635 -1.729
C -5.858 0.642 -1.785
C -5.096 1.656 -1.202
C -3.914 1.316 -0.593
N -3.425 0.063 -0.488
C -2.636 -4.193 -0.311
C -3.257 -5.270 -0.921
C -2.819 -6.544 -0.593
C -1.792 -6.741 0.329
C -1.175 -5.661 0.945
C -1.607 -4.396 0.599
H -0.058 0.021 6.207
H 2.024 -1.071 5.335
H 1.850 -2.463 3.267
H -2.148 -0.244 4.928
H -5.897 -1.473 -2.164
H -6.795 0.861 -2.281
H -5.414 2.689 -1.223
H -3.310 2.099 -0.161
H -4.057 -5.113 -1.634
H -3.281 -7.405 -1.060
H -1.475 -7.749 0.566
H -0.382 -5.789 1.670
S 0.837 -0.723 -0.120
C 1.418 0.482 1.102
N 2.680 0.591 1.423
N 3.585 -0.230 0.773
C 4.647 -0.759 1.451
C 5.075 -0.225 2.676
C 6.164 -0.779 3.327
C 6.853 -1.857 2.785
C 6.436 -2.380 1.565
C 5.351 -1.843 0.900
N 0.530 1.283 1.696
N -0.758 1.239 1.167
C -1.625 2.111 1.931
C -1.169 3.366 2.311
C -1.997 4.214 3.028
C -3.284 3.817 3.371
C -3.727 2.553 3.015
C -2.896 1.694 2.311
H 3.204 -0.799 0.024
H 4.520 0.606 3.090
H 6.481 -0.365 4.278
H 7.701 -2.285 3.305
H 6.961 -3.225 1.134
H 5.014 -2.263 -0.041
H -0.157 3.643 2.046
H -1.637 5.190 3.328
H -3.930 4.484 3.928
H -4.718 2.221 3.301
H -3.209 0.678 2.106
C 1.309 -1.477 -3.617
C 0.266 -0.386 -3.850
As -1.415 -0.702 -2.859
C -2.477 0.624 -3.881
C -2.086 2.070 -3.582
C -2.004 -2.341 -3.825
C -2.217 -2.234 -5.331
H 2.267 -1.209 -4.067
H 0.986 -2.427 -4.051
H 1.465 -1.627 -2.550
H 0.045 -0.283 -4.915
H 0.644 0.576 -3.499
H -3.533 0.464 -3.655
H -2.326 0.424 -4.943
H -2.200 2.299 -2.525
H -2.705 2.765 -4.154
H -1.042 2.253 -3.844
H -2.922 -2.670 -3.337
H -1.245 -3.096 -3.605
H -3.070 -1.597 -5.564
H -2.415 -3.222 -5.754
H -1.339 -1.827 -5.837
C 5.090 3.632 1.491
C 5.887 4.545 0.601
O 7.002 4.924 0.854
S 5.156 5.201 -0.910
C 3.567 4.432 -1.095
C 2.404 5.167 -0.873
C 1.170 4.551 -0.921
C 1.075 3.162 -1.148
C 2.254 2.460 -1.492
C 3.474 3.092 -1.474
C -0.087 2.425 -0.918
C -0.855 1.630 -0.318
H 5.781 2.991 2.037
H 4.360 3.028 0.967
H 4.549 4.247 2.213
H 2.479 6.222 -0.639
H 0.265 5.107 -0.714
H 2.187 1.400 -1.703
H 4.376 2.549 -1.727
```

Results
<S²>: 3.8143
Largest force on an atom (eV Å⁻¹): 2.343
Energy relative to the best compared isomer or geometry (same formula, charge and spin) (kcal/mol): 77.8
Spin multiplicity: 4
Kohn-Sham gap (spin up / spin down) (eV): 4.66 / 4.64
E_HOMO (spin up / spin down) (eV): -3.20 / -3.24
Energy (a.u.): -6362.17183
Net charge: -1


(4)
The following is a quantum chemistry calculation of a structure of composition C47H45AsN9OS2V at a distorted geometry, from the OMol25 dataset.

Geometry as XYZ:
```
106
C47H45AsN9OS2V ωB97M-V/def2-TZVPD
V 0.201 -0.025 0.590
C -1.732 2.926 2.791
C -1.285 2.708 4.100
C -0.507 1.609 4.352
C -0.181 0.718 3.309
N -0.588 0.973 2.031
C -1.348 2.042 1.808
N 0.520 -0.384 3.647
C 0.434 -1.449 2.881
N -0.377 -1.514 1.788
C -0.766 -2.798 1.597
N -1.852 -3.214 0.974
C -2.880 -2.371 0.715
C -4.035 -2.927 0.113
C -5.158 -2.154 -0.034
C -5.141 -0.837 0.420
C -3.958 -0.356 0.953
N -2.858 -1.069 1.083
C 0.075 -3.664 2.420
C 0.198 -5.040 2.540
C 1.070 -5.542 3.490
C 1.792 -4.692 4.326
C 1.673 -3.317 4.226
C 0.829 -2.801 3.255
H -2.363 3.768 2.550
H -1.554 3.390 4.893
H -0.147 1.371 5.341
H -1.660 2.192 0.777
H -4.007 -3.962 -0.193
H -6.056 -2.567 -0.477
H -6.015 -0.207 0.368
H -3.889 0.674 1.295
H -0.366 -5.703 1.900
H 1.189 -6.612 3.598
H 2.456 -5.121 5.065
H 2.228 -2.654 4.874
S 2.208 1.080 1.501
C 2.330 2.294 0.205
N 3.274 3.195 0.162
N 4.142 3.245 1.175
C 5.152 4.155 1.215
C 5.971 4.258 2.347
C 7.007 5.168 2.373
C 7.252 5.993 1.284
C 6.439 5.899 0.162
C 5.398 4.998 0.122
N 1.446 2.293 -0.775
N 0.469 1.406 -0.708
C -0.343 1.366 -1.789
C -0.200 2.073 -2.967
C -0.656 1.622 -4.223
C -0.793 0.318 -4.639
C -0.548 -0.836 -3.848
C -0.704 -0.768 -2.513
H 3.998 2.592 1.951
H 5.780 3.616 3.194
H 7.638 5.231 3.249
H 8.068 6.703 1.311
H 6.633 6.530 -0.695
H 4.757 4.908 -0.740
H 0.377 2.989 -2.934
H -0.734 2.378 -4.996
H -0.967 0.157 -5.695
H -0.213 -1.742 -4.343
H -1.408 -1.748 -0.759
C 0.825 -3.835 -1.601
C 2.006 -3.354 -0.773
As 2.051 -1.400 -0.391
C 3.870 -1.469 0.429
C 3.854 -1.906 1.887
C 2.638 -0.627 -2.123
C 3.737 -1.342 -2.900
H 0.965 -4.876 -1.895
H 0.716 -3.232 -2.502
H -0.091 -3.768 -1.018
H 2.953 -3.608 -1.271
H 2.000 -3.859 0.201
H 4.301 -0.463 0.351
H 4.488 -2.164 -0.157
H 3.237 -1.222 2.472
H 4.862 -1.906 2.305
H 3.439 -2.911 1.985
H 2.966 0.393 -1.886
H 1.749 -0.536 -2.753
H 4.675 -1.357 -2.346
H 3.914 -0.823 -3.843
H 3.452 -2.368 -3.135
C -7.881 0.543 -1.667
C -8.184 1.333 -2.901
O -9.287 1.571 -3.317
S -6.775 1.962 -3.782
C -5.310 1.385 -2.920
C -4.899 0.061 -3.007
C -3.658 -0.312 -2.535
C -2.776 0.636 -2.005
C -3.234 1.950 -1.866
C -4.484 2.323 -2.313
C -1.377 0.308 -1.730
C -0.762 -0.955 -1.110
H -8.784 0.453 -1.066
H -7.088 1.023 -1.097
H -7.542 -0.453 -1.945
H -5.543 -0.670 -3.476
H -3.342 -1.341 -2.630
H -2.579 2.700 -1.441
H -4.813 3.348 -2.219
```

Results
<S²>: 3.8371
Largest force on an atom (eV Å⁻¹): 3.180
Energy relative to the best compared isomer or geometry (same formula, charge and spin) (kcal/mol): 71.2
Spin multiplicity: 4
Kohn-Sham gap (spin up / spin down) (eV): 4.69 / 5.13
E_HOMO (spin up / spin down) (eV): -3.44 / -3.94
Energy (a.u.): -6362.18237
Net charge: -1